No. 1
ORCA calculation (the ωB97M-V functional and the def2-TZVPD basis) on a 9-piece molecular cluster, C18H36Cl18 overall.

The geometry in ORCA input format:
```
! RIJCOSX wB97M-V def2-TZVPD def2/J DEFGRID3
* xyz 0 1
Cl 8.822 -23.760 6.835
C 8.853 -21.991 6.864
C 10.127 -21.427 6.219
Cl 10.157 -19.640 6.521
H 8.778 -21.773 7.929
H 7.931 -21.684 6.368
H 10.177 -21.576 5.141
H 11.006 -21.869 6.689
Cl 10.859 -9.632 14.891
C 12.400 -8.997 14.253
C 12.854 -9.817 13.068
Cl 13.785 -11.255 13.574
H 13.026 -8.941 15.143
H 12.249 -7.997 13.847
H 13.536 -9.313 12.384
H 12.046 -10.159 12.422
Cl 20.507 -8.893 1.393
C 19.778 -10.063 2.551
C 20.674 -11.214 2.958
Cl 22.063 -10.727 3.860
H 18.923 -10.511 2.045
H 19.307 -9.547 3.388
H 20.998 -11.809 2.104
H 20.128 -11.940 3.561
Cl 11.151 -5.802 8.582
C 11.553 -5.536 6.921
C 10.655 -4.499 6.213
Cl 8.951 -5.065 5.958
H 11.489 -6.514 6.444
H 12.610 -5.272 6.883
H 11.067 -4.250 5.235
H 10.622 -3.551 6.750
Cl 16.146 -21.356 5.519
C 17.489 -22.579 5.499
C 17.036 -23.875 4.772
Cl 15.797 -24.631 5.718
H 17.725 -22.891 6.517
H 18.255 -22.053 4.928
H 17.869 -24.568 4.657
H 16.597 -23.643 3.801
Cl 21.618 -17.193 9.581
C 22.732 -15.855 9.270
C 22.139 -14.819 8.268
Cl 20.715 -13.924 8.864
H 23.622 -16.343 8.872
H 22.884 -15.280 10.183
H 21.728 -15.305 7.383
H 22.940 -14.101 8.090
Cl 15.082 -13.747 4.922
C 13.931 -14.242 6.193
C 14.347 -13.598 7.578
Cl 14.111 -11.840 7.433
H 13.984 -15.331 6.190
H 12.933 -13.973 5.847
H 15.360 -13.739 7.955
H 13.535 -13.837 8.264
Cl 6.784 -14.935 12.882
C 8.540 -14.693 12.868
C 9.323 -15.938 12.411
Cl 8.917 -17.342 13.367
H 8.856 -14.443 13.881
H 8.809 -13.855 12.224
H 10.411 -15.935 12.473
H 9.035 -16.180 11.388
Cl 6.296 -10.001 9.856
C 5.982 -9.942 8.149
C 7.224 -10.178 7.325
Cl 7.915 -11.813 7.630
H 5.541 -8.974 7.913
H 5.181 -10.644 7.917
H 7.962 -9.421 7.587
H 7.126 -10.045 6.247
*
```

As for the orbital gap: 10.6 eV. As for the total energy: -244654.084 eV. Its SMILES is ClCCCl.ClCCCl.ClCCCl.ClCCCl.ClCCCl.ClCCCl.ClCCCl.ClCCCl.ClCCCl. For the energy above the lowest of the compared OMol25 structures with the same formula, charge and spin, the calculation gives 54.26 kcal per mole. The lowest unoccupied orbital energy comes out at 0.1 eV.

Results of the Löwdin charge analysis, in e, for atoms 1 through 8: 0.543, -0.690, -0.623, 0.508, 0.060, 0.066, 0.069, 0.066

No. 2
ORCA calculation (the ωB97M-V functional and the def2-TZVPD basis) on a 9-piece molecular cluster, C18H36Cl18 overall.

The geometry in ORCA input format:
```
! RIJCOSX wB97M-V def2-TZVPD def2/J DEFGRID3
* xyz 0 1
Cl 2.151 -2.907 -1.023
C 3.876 -3.281 -1.252
C 4.575 -2.262 -2.080
Cl 4.665 -0.678 -1.240
H 3.967 -4.260 -1.725
H 4.359 -3.359 -0.280
H 4.098 -2.108 -3.043
H 5.602 -2.578 -2.260
Cl -1.968 3.119 -2.450
C -1.938 4.572 -3.529
C -2.556 5.754 -2.879
Cl -4.321 5.578 -2.633
H -2.489 4.276 -4.410
H -0.886 4.744 -3.713
H -2.421 6.626 -3.520
H -2.055 5.969 -1.938
Cl 3.221 -1.401 2.419
C 4.827 -0.979 3.091
C 5.773 -2.150 2.927
Cl 7.255 -1.873 3.913
H 4.725 -0.710 4.135
H 5.185 -0.114 2.538
H 6.078 -2.294 1.897
H 5.316 -3.065 3.298
Cl -0.369 -0.189 2.114
C 0.343 -0.502 0.503
C 0.206 0.622 -0.463
Cl 1.165 2.031 0.049
H -0.185 -1.371 0.114
H 1.399 -0.697 0.644
H -0.814 0.971 -0.604
H 0.615 0.337 -1.432
Cl -1.668 -3.248 1.834
C -0.228 -4.237 2.106
C -0.508 -5.384 3.002
Cl -1.615 -6.539 2.290
H 0.514 -3.583 2.564
H 0.126 -4.542 1.127
H -0.938 -5.038 3.937
H 0.430 -5.891 3.225
Cl -2.214 0.206 5.774
C -3.088 -0.939 4.706
C -3.726 -1.988 5.606
Cl -4.448 -3.305 4.650
H -2.374 -1.384 4.017
H -3.804 -0.351 4.141
H -4.533 -1.542 6.176
H -2.973 -2.408 6.258
Cl -3.379 2.603 3.833
C -3.543 2.287 2.103
C -4.985 2.192 1.668
Cl -5.891 0.896 2.515
H -3.007 1.360 1.902
H -3.028 3.079 1.561
H -5.048 1.978 0.606
H -5.523 3.115 1.856
Cl 1.417 5.426 -2.572
C 1.816 3.709 -2.928
C 2.554 3.573 -4.240
Cl 1.495 3.929 -5.631
H 0.871 3.172 -2.967
H 2.378 3.370 -2.070
H 2.924 2.559 -4.355
H 3.384 4.270 -4.297
Cl -3.418 -1.275 -4.467
C -1.665 -1.184 -4.883
C -1.001 -0.144 -3.985
Cl 0.679 0.176 -4.535
H -1.595 -0.893 -5.926
H -1.254 -2.178 -4.755
H -0.996 -0.462 -2.948
H -1.540 0.793 -4.065
*
```

As for the orbital gap: 10.2 eV. As for the total energy: -244656.226 eV. Its SMILES is ClCCCl.ClCCCl.ClCCCl.ClCCCl.ClCCCl.ClCCCl.ClCCCl.ClCCCl.ClCCCl. For the energy above the lowest of the compared OMol25 structures with the same formula, charge and spin, the calculation gives 4.87 kcal per mole. The lowest unoccupied orbital energy comes out at 0.1 eV.

Results of the Löwdin charge analysis, in e, for atoms 1 through 8: 0.589, -0.659, -0.648, 0.530, 0.081, 0.059, 0.070, 0.076

No. 3
ORCA calculation (the ωB97M-V functional and the def2-TZVPD basis) on C18H36O10S4V as an isolated structure.

The geometry in ORCA input format:
```
! RIJCOSX wB97M-V def2-TZVPD def2/J DEFGRID3
* xyz 0 4
V -0.362 -0.124 1.061
O 1.749 -0.140 1.539
C 1.762 -0.585 2.899
C 0.448 -1.095 3.560
O -0.779 -0.719 2.993
H 2.022 0.348 3.440
H 2.634 -1.216 3.122
H 0.442 -0.718 4.597
H 0.618 -2.176 3.747
C -5.281 -0.433 -2.124
C -5.187 0.743 -1.108
C -3.892 1.441 -1.496
S -2.663 0.182 -1.567
O -2.134 0.023 -0.241
O -1.862 0.374 -2.755
C -3.941 -1.154 -1.923
H -5.282 -0.145 -3.178
H -6.133 -1.091 -1.973
H -5.188 0.320 -0.104
H -5.983 1.472 -1.246
H -3.522 2.265 -0.888
H -4.098 1.789 -2.510
H -3.892 -1.577 -0.912
H -3.563 -1.860 -2.654
C 3.694 1.668 -2.420
C 3.063 0.618 -3.366
C 1.535 0.763 -3.379
S 1.107 1.563 -1.767
O 0.460 0.598 -0.905
O 0.525 2.860 -1.969
C 2.821 1.689 -1.177
H 3.839 2.614 -2.936
H 4.630 1.249 -2.052
H 3.410 -0.373 -3.075
H 3.372 0.755 -4.403
H 0.938 -0.142 -3.409
H 1.276 1.552 -4.082
H 2.872 0.774 -0.575
H 2.887 2.512 -0.468
C 1.324 4.532 2.055
C 1.602 3.280 2.911
C 0.254 2.948 3.562
S -0.920 3.091 2.182
O -2.159 3.682 2.646
O -0.964 1.894 1.345
C 0.084 4.364 1.229
H 2.257 4.799 1.554
H 1.163 5.385 2.726
H 2.378 3.394 3.660
H 1.836 2.453 2.231
H -0.021 3.708 4.294
H 0.240 1.974 4.049
H -0.746 5.075 1.249
H 0.148 4.037 0.192
C 1.717 -5.401 0.300
C 0.557 -5.785 -0.610
C -0.560 -4.742 -0.595
S 0.424 -3.206 -0.539
O -0.329 -2.185 0.143
O 1.061 -2.942 -1.838
C 1.619 -3.914 0.601
H 2.708 -5.625 -0.107
H 1.743 -6.098 1.142
H 0.153 -6.770 -0.353
H 0.856 -6.021 -1.637
H -0.980 -4.699 0.414
H -1.320 -4.786 -1.363
H 1.020 -3.743 1.507
H 2.517 -3.324 0.752
*
```

As for the expectation value of S²: 3.76. As for the orbital gap (spin up / spin down): 5.7 / 6.8 eV. As for the total energy: -108750.590 eV. The lowest unoccupied orbital energy (spin up / spin down) comes out at 0.3 / 0.3 eV.

Results of the natural (NBO) charge analysis, in e, for atoms 1 through 8: 1.221, -0.955, -0.081, -0.080, -0.906, 0.102, 0.133, 0.133